C44H117N3O16 | ωB97M-V/def2-TZVPD

Summary:
- charge = 0
- orbital gap (eV) = 9.14
- E_LUMO (eV) = 0.38
- E (Ha) = -3114.45505
- largest force on an atom (eV/Å) = 3.08

Element x y z (Å)
C  4.63073  -0.07274  -3.09619
H  -0.11549  -2.41034  5.97123
C  5.21470  -0.26370  4.69725
O  -1.36207  0.82025  -6.99776
C  -4.53986  3.63502  3.61542
H  2.69928  0.19426  -2.11849
H  -0.80707  1.29618  0.92740
H  -4.72626  3.91633  -1.37848
H  6.13424  1.45059  3.68989
H  -0.69752  0.87827  -9.00461
H  -3.84275  1.06862  2.77840
C  -0.38068  -1.40134  5.65549
O  1.41074  -0.44112  -4.89201
C  1.29400  3.61668  -1.00328
H  -2.95519  -3.15777  -1.36693
C  3.85050  0.04943  4.16960
O  -5.55494  -0.41973  -4.19266
H  3.75112  -5.54833  1.53992
H  -0.49750  0.48556  -0.64685
H  1.27877  -2.24681  -3.94710
H  -3.04323  -1.30890  4.79380
C  -3.77610  0.00422  -2.57359
H  1.04645  -4.32967  2.73631
H  -2.69042  0.00524  -2.47661
H  3.97618  4.54761  0.84005
C  -3.96671  1.89750  -1.00550
H  2.04272  4.83411  -2.57216
H  -1.10031  -2.03021  -0.93252
O  5.21661  -0.52806  6.09243
C  0.61625  -5.27751  0.06917
H  5.26487  1.38480  -4.57821
C  2.46112  4.18363  -1.80410
H  5.59007  -0.51383  -2.82562
H  -0.43570  -0.59183  2.16195
O  -0.76123  -1.97487  0.66387
H  -5.18251  1.43738  -2.48519
H  0.14634  -6.13336  -0.41540
H  3.68698  -3.26762  1.84556
H  -2.46428  4.79027  3.39065
H  3.89207  0.31236  3.11260
H  -5.39486  -6.19347  2.40674
O  4.40124  7.87568  -0.87002
C  -4.83121  3.13231  -0.62855
C  -4.10684  -4.62237  3.89744
C  -0.20133  -0.72707  1.10607
H  -1.94636  0.11329  0.16389
H  6.11184  -0.74400  6.36358
H  -0.52562  0.05918  -4.49062
H  -0.98308  -1.37357  -8.77580
H  0.28490  -0.72897  -6.76344
C  -3.08956  1.83843  2.61055
H  -2.13648  1.76953  -8.67478
H  3.11100  3.19176  3.21497
H  -3.07003  -4.40739  4.15613
H  4.09512  6.16921  -2.89633
H  -4.91513  3.99240  2.65649
C  4.33772  5.68297  -1.95145
H  -0.99229  -0.28061  8.12611
H  -0.28510  -2.67669  1.11370
O  -5.54674  -5.29171  2.11458
H  5.28914  -5.73629  4.25046
O  -1.47189  -1.03148  7.76866
C  0.14907  -2.37880  -5.80437
H  -0.64620  -5.91309  3.27129
O  2.82293  -5.23701  3.38878
H  -4.70100  -3.38637  0.61794
H  7.15237  0.58528  4.71220
C  1.36204  -1.85244  -4.95984
H  3.13789  3.44656  -2.23629
H  -3.00778  2.68515  4.65152
C  -0.18331  -6.16363  2.31679
O  -1.25469  -2.17200  -1.86936
C  -4.31627  -4.67404  2.34578
H  -8.00019  3.39289  0.17746
H  0.48902  -0.83413  5.98715
H  5.95038  -5.99638  2.65246
H  -3.34027  -2.93435  1.65226
C  4.96268  8.69289  0.09355
H  5.45173  -3.62755  2.12464
H  2.30709  -2.22797  -5.35220
H  5.52807  6.31531  -0.25392
H  -4.43477  -5.56684  4.33165
C  3.97932  -5.24566  2.56189
C  -6.01690  -0.67580  -5.50562
C  5.04320  -6.09041  3.24935
C  -3.15504  2.99114  3.61576
H  4.47815  -3.37114  3.48195
N  -4.18320  1.44238  -2.33868
C  5.18454  6.76523  -1.18540
H  4.75148  8.46014  1.13726
C  2.95634  3.51768  2.18640
H  -6.98270  -1.14063  -5.30745
H  -5.23300  2.86897  3.96300
C  -2.11901  -3.21877  -2.06349
C  -4.36240  -3.31295  1.65141
H  -0.52727  -1.32795  4.57789
H  -1.68276  -4.21702  -2.02764
H  -3.97393  1.11201  -0.24982
H  -7.38499  4.33165  -1.16329
H  -1.64938  -2.58711  -7.63033
H  -3.58194  -5.28133  1.81657
H  0.12947  -3.45370  -5.98411
H  -4.64087  4.40994  4.37529
C  -1.20275  1.44010  -8.21900
H  -1.25258  3.77970  -0.35186
H  -0.19124  3.67109  1.12251
N  0.17605  -1.67979  -7.08623
C  -1.15360  -1.62134  -7.72813
H  -3.03041  -2.48069  6.20205
C  -1.60802  -0.82242  6.35768
H  2.73031  5.75102  -0.61793
H  1.79309  -1.44866  1.70982
H  -0.72168  -2.13131  -5.19719
O  0.47729  -3.90821  2.08822
C  4.42723  -3.76952  2.46864
H  -0.72715  -6.98613  1.85223
H  -4.51932  3.57201  0.31881
H  3.14130  -5.01992  4.26805
C  -4.17068  -0.44590  -3.97304
C  3.71133  -0.14425  -1.89652
H  -1.61905  0.26562  6.29311
H  4.00204  0.52862  -1.08980
H  1.64471  2.93675  -0.22687
C  -2.92534  -1.44835  5.86840
N  3.34147  5.06162  -1.03181
H  4.66900  -7.10675  3.37232
O  -2.23435  3.88408  3.17257
H  -5.45096  -1.42860  -6.05437
H  5.47131  1.87193  -2.90921
C  -0.56285  4.29949  0.31313
H  0.64215  -4.42637  -0.61125
H  -6.76631  4.51418  0.44778
H  -4.21134  -0.72833  -1.89385
H  2.85459  2.55995  1.67599
H  0.74749  1.15782  -3.84222
O  4.07561  -0.75022  -4.20209
H  -4.97517  -2.56758  2.15840
O  4.12305  4.22859  1.73350
C  6.11842  0.92351  4.64385
H  5.00252  4.84439  -2.15858
H  0.82944  -6.54912  2.43442
C  -0.14267  -4.91639  1.37191
H  -1.16809  -4.66134  1.10439
H  1.64436  -5.49887  0.35571
H  3.14378  -0.77258  4.28339
H  2.04195  4.10271  2.08771
H  -2.96280  2.32151  -0.98369
H  -1.14973  5.10629  0.75215
H  5.69153  -1.09460  4.17733
H  -2.43669  -2.95372  -3.07192
H  4.56621  9.70807  0.07608
O  0.61684  4.72566  -0.40400
H  3.39825  0.84427  4.76274
H  3.16201  -0.46480  -4.27611
H  -3.73337  -0.83872  6.27280
C  -1.96941  -0.48016  -7.06952
H  -3.11170  2.07538  1.54684
H  3.83006  1.84385  -3.72001
C  1.31551  -0.68153  1.10028
H  -3.74992  -1.43516  -4.15310
H  -0.66599  2.38187  -8.10473
H  -2.13987  1.33248  2.78434
H  -2.17629  -0.68963  -6.02003
H  0.63677  2.99923  -1.61557
C  -0.90542  0.37222  0.35756
H  0.33180  -0.33615  -3.02458
C  0.44888  0.12247  -4.00644
H  1.66984  0.23592  1.57023
C  -7.08469  3.76787  -0.28007
H  6.06279  7.02642  -1.77579
H  6.04357  8.82765  0.05336
H  -2.96948  -0.43135  -7.50031
H  3.56371  -1.14878  -1.49998
H  -4.71334  -3.87961  4.41566
C  4.79727  1.35730  -3.59399
O  -6.17131  2.74259  -0.50232
H  5.88085  1.70472  5.36591
H  -3.64898  0.26737  -4.61115
H  1.66884  -0.69761  0.06926
H  -6.16689  0.25624  -6.05051

Results of the Mulliken charge analysis, in e, for atoms 1 through 99: 0.24, 0.34, 0.85, -0.26, -1.63, -0.10, 0.27, 0.47, 0.37, 0.31, 0.54, -0.70, -0.75, 0.68, 0.15, -1.10, -0.39, 0.28, -0.49, 0.34, 0.26, 0.20, 0.07, -0.06, 0.43, 0.10, 0.42, 0.10, -0.59, -1.04, 0.42, -0.62, 0.41, -1.12, -0.02, 0.37, 0.41, 0.05, 0.32, 0.31, 0.35, -0.34, -0.62, -1.14, 1.87, 0.03, 0.35, -0.12, 0.33, 0.38, -0.15, 0.34, 0.36, 0.17, 0.43, 0.30, -0.70, 0.36, 0.00, -0.57, 0.35, -0.59, -0.11, 0.35, -0.45, 0.33, 0.44, -0.81, -0.21, 0.07, -1.63, 0.52, 0.54, 0.29, 0.34, 0.39, -0.05, -0.83, 0.48, 0.45, 0.33, 0.43, 0.44, -0.79, -1.47, 0.55, 0.25, -0.33, -0.71, 0.30, -0.07, 0.29, 0.41, -0.79, -0.85, -0.15, 0.23, 0.24, 0.32